A single C22H44O2 molecule. Source: the Open Molecules 2025 dataset; level of theory: wB97M-V/def2-TZVPD.

Last columns: bonded neighbours and bond lengths (Å).
CARTESIAN COORDINATES (ANGSTROEM)
1 C -7.24279 -1.78212 2.33791  C2 1.524, H66 1.088, H67 1.088, H68 1.088
2 C -6.01640 -1.94302 1.44814  C1 1.524, C3 1.527, H64 1.093, H65 1.092
3 C -5.61786 -0.62800 0.78276  C2 1.527, C4 1.526, H62 1.093, H63 1.093
4 C -4.38739 -0.78595 -0.10645  C3 1.526, C5 1.527, H60 1.093, H61 1.093
5 C -3.98108 0.52733 -0.77084  C4 1.527, C6 1.527, H58 1.091, H59 1.093
6 C -2.72856 0.35116 -1.62618  C5 1.527, C7 1.531, H56 1.091, H57 1.094
7 C -2.31757 1.62229 -2.37391  C6 1.531, C8 1.530, H54 1.095, H55 1.093
8 C -1.83266 2.76827 -1.48284  C7 1.530, C9 1.527, H52 1.091, H53 1.093
9 C -0.54992 2.45163 -0.71644  C8 1.527, C10 1.529, H50 1.094, H51 1.091
10 C -0.04722 3.66340 0.06849  C9 1.529, C11 1.529, H48 1.093, H49 1.093
11 C 1.04111 3.31197 1.08343  C10 1.529, C12 1.527, H46 1.093, H47 1.092
12 C 2.25984 2.63303 0.46151  C11 1.527, C13 1.528, H44 1.093, H45 1.090
13 C 3.40136 2.50140 1.46812  C12 1.528, C14 1.530, H42 1.093, H43 1.093
14 C 4.58018 1.68254 0.93872  C13 1.530, C15 1.528, H40 1.093, H41 1.093
15 C 4.28015 0.18544 0.88358  C14 1.528, C16 1.526, H38 1.090, H39 1.093
16 C 5.48058 -0.61991 0.39427  C15 1.526, C17 1.530, H36 1.093, H37 1.094
17 C 5.30341 -2.13548 0.51102  C16 1.530, C18 1.535, H34 1.093, H35 1.092
18 C 4.17806 -2.71263 -0.35877  C17 1.535, C19 1.529, H32 1.093, H33 1.091
19 C 2.85586 -2.87488 0.39144  C18 1.529, H20 1.093, C21 1.529, H31 1.089
20 H 3.03515 -3.48364 1.28094  C19 1.093
21 C 1.76773 -3.55854 -0.43790  C19 1.529, C22 1.527, H29 1.092, H30 1.092
22 C 1.31561 -2.73930 -1.64508  C21 1.527, C23 1.507, H27 1.090, H28 1.094
23 C 0.63113 -1.45217 -1.26422  C22 1.507, O24 1.202, O25 1.338
24 O 0.11615 -1.20219 -0.20698  C23 1.202
25 O 0.62917 -0.58245 -2.28156  C23 1.338, H26 0.974
26 H 0.12999 0.21918 -2.04133  O25 0.974
27 H 2.14448 -2.50482 -2.31260  C22 1.090
28 H 0.58610 -3.31197 -2.22539  C22 1.094
29 H 0.90085 -3.73047 0.20272  C21 1.092
30 H 2.13049 -4.52716 -0.78853  C21 1.092
31 H 2.48485 -1.90820 0.72789  C19 1.089
32 H 4.47971 -3.69775 -0.72434  C18 1.093
33 H 4.04326 -2.06893 -1.22923  C18 1.091
34 H 6.24853 -2.59960 0.21889  C17 1.093
35 H 5.12392 -2.39625 1.55620  C17 1.092
36 H 5.68824 -0.36103 -0.64719  C16 1.093
37 H 6.35751 -0.33361 0.98152  C16 1.094
38 H 3.43414 0.01191 0.21903  C15 1.090
39 H 4.00105 -0.15705 1.88277  C15 1.093
40 H 5.44260 1.84230 1.59094  C14 1.093
41 H 4.85160 2.03873 -0.05808  C14 1.093
42 H 3.75140 3.50188 1.73465  C13 1.093
43 H 3.02378 2.03204 2.37969  C13 1.093
44 H 2.60354 3.21207 -0.39935  C12 1.093
45 H 1.97412 1.64183 0.10989  C12 1.090
46 H 1.36023 4.23028 1.58319  C11 1.093
47 H 0.62038 2.65145 1.84516  C11 1.092
48 H 0.33386 4.41239 -0.63028  C10 1.093
49 H -0.88697 4.11275 0.60452  C10 1.093
50 H 0.22454 2.15134 -1.42786  C9 1.094
51 H -0.72369 1.62891 -0.02086  C9 1.091
52 H -2.61795 3.03666 -0.77473  C8 1.091
53 H -1.65497 3.64224 -2.11556  C8 1.093
54 H -1.52981 1.37569 -3.09309  C7 1.095
55 H -3.17651 1.97503 -2.95085  C7 1.093
56 H -1.92008 0.00201 -0.98264  C6 1.091
57 H -2.91921 -0.43276 -2.36463  C6 1.094
58 H -3.79608 1.27199 0.00506  C5 1.091
59 H -4.80204 0.89140 -1.39393  C5 1.093
60 H -4.59344 -1.53268 -0.87759  C4 1.093
61 H -3.55229 -1.15512 0.49352  C4 1.093
62 H -6.45370 -0.25949 0.18261  C3 1.093
63 H -5.41242 0.11752 1.55477  C3 1.093
64 H -6.22314 -2.68875 0.67685  C2 1.093
65 H -5.17950 -2.31053 2.04629  C2 1.092
66 H -7.50785 -2.72969 2.80142  C1 1.088
67 H -8.09386 -1.43495 1.75570  C1 1.088
68 H -7.04973 -1.05696 3.12562  C1 1.088

Computed properties:
relative energy (zero: lowest compared OMol25 entry of this formula, charge and spin)	0.2	kcal per mole
HOMO-LUMO gap	11.303	eV
charge	0
lowest unoccupied orbital energy	0.91	eV
SMILES string	CCCCCCCCCCCCCCCCCCCCCC(=O)O
highest occupied orbital energy	-0.382	hartree